1.
Formula: C3H9NO2S
Source: the OMol25 dataset
Level of theory: the ωB97M-V functional and the def2-TZVPD basis

As for the energy above the lowest of the compared OMol25 structures with the same formula, charge and spin: 4.467 eV. The HOMO energy (alpha / beta) comes out at -6.73 / -6.60 eV. The value obtained for the orbital gap (alpha / beta) is 0.237 / 0.227 Ha. For the LUMO energy (alpha / beta), the calculation gives -0.274 / -0.416 eV. The calculation puts the energy at -723.00418 Eh. The net charge is 0.

CARTESIAN COORDINATES (ANGSTROEM)
C  -1.5560  0.2775  -0.0915
C  0.6593  0.6671  -1.3500
C  -0.0658  0.5212  -0.0039
N  0.7150  0.5495  1.0988
O  -1.2370  -2.5650  0.1226
O  0.7970  -2.2792  1.7497
S  0.2843  -2.4861  0.0668
H  -1.9850  0.8692  0.6321
H  -1.6731  0.5655  -1.1078
H  -1.6835  -0.7982  0.1644
H  0.3377  0.1315  -2.1684
H  1.6339  0.4814  -1.2512
H  0.6312  1.7117  -1.5442
H  0.0776  -2.6438  2.3358
H  1.6290  0.9780  0.8995
H  0.8095  -0.3210  1.6117

Löwdin atomic charge list, values in e, 4 entries: C -0.006; C -0.040; C -0.297; N 0.115

2.
Formula: C61H56BF9NO2
Source: the OMol25 dataset
Level of theory: the ωB97M-V functional and the def2-TZVPD basis

The HOMO energy comes out at -4.86 eV. The value obtained for the orbital gap is 0.241 Ha. For the LUMO energy, the calculation gives 1.687 eV. The calculation puts the energy at -3486.75083 Eh. The net charge is -1.

CARTESIAN COORDINATES (ANGSTROEM)
C  -1.7242  5.4742  8.4718
C  -0.7068  5.7691  7.5138
B  0.3019  5.8877  6.1788
O  -0.5295  5.3824  5.0321
C  -0.6490  3.9392  5.2923
C  0.9098  3.6111  5.7656
C  1.4911  2.8742  4.3914
C  1.1328  2.6562  7.1027
C  2.4542  3.1350  7.9860
N  2.5605  2.7550  9.3125
O  1.4622  4.9570  6.1099
H  -2.7349  5.0893  8.9769
H  0.5787  7.0317  6.1895
H  -1.5305  3.5469  5.9848
H  -0.9863  3.5297  4.2314
H  2.6630  3.0605  4.3771
H  1.3006  1.7245  4.5001
H  1.0165  3.2913  3.4028
H  0.1421  2.6659  7.7663
H  1.2256  1.5266  6.7275
H  3.3181  3.8297  7.5581
H  1.7221  2.1805  9.5635
F  0.2619  9.4221  6.1675
C  1.3423  10.0839  6.6027
C  1.7287  11.2575  5.9648
C  2.8506  11.9496  6.4209
C  3.5806  11.4539  7.5040
C  3.1876  10.2723  8.1344
C  2.0593  9.5866  7.6852
H  1.1544  11.6228  5.1198
H  3.1565  12.8722  5.9339
H  4.4581  11.9917  7.8565
H  3.7597  9.8863  8.9747
H  1.7345  8.6715  8.1692
F  -4.1883  2.2595  4.4214
C  -4.4570  3.1269  3.4366
C  -4.2189  4.4825  3.6350
C  -4.4937  5.3855  2.6080
C  -5.0142  4.9235  1.3967
C  -5.2545  3.5615  1.2090
C  -4.9692  2.6576  2.2321
H  -3.8221  4.8239  4.5855
H  -4.3037  6.4465  2.7503
H  -5.2326  5.6286  0.5975
H  -5.6636  3.2047  0.2669
H  -5.1415  1.5946  2.1001
F  -2.3822  2.3269  -0.3447
C  -1.7608  1.1818  -0.0329
C  -1.3476  0.3286  -1.0502
C  -0.6960  -0.8613  -0.7261
C  -0.4744  -1.1902  0.6135
C  -0.8974  -0.3296  1.6275
C  -1.5390  0.8654  1.3028
H  -1.5358  0.5967  -2.0847
H  -0.3620  -1.5315  -1.5143
H  0.0299  -2.1205  0.8659
H  -0.7275  -0.5896  2.6696
H  -1.8664  1.5502  2.0780
F  -3.5892  -0.5728  -3.3774
C  -3.8579  0.2947  -4.3623
C  -3.6198  1.6503  -4.1639
C  -3.8945  2.5533  -5.1909
C  -4.4151  2.0913  -6.4022
C  -4.6554  0.7293  -6.5898
C  -4.3701  -0.1746  -5.5667
H  -3.2230  1.9917  -3.2134
H  -3.7046  3.6142  -5.0485
H  -4.6335  2.7964  -7.2013
H  -5.0645  0.3725  -7.5320
H  -4.5423  -1.2376  -5.6988
F  1.3300  -3.9919  0.3027
C  1.4068  -4.6378  -0.8684
C  2.5018  -5.4545  -1.1288
C  2.5797  -6.1313  -2.3460
C  1.5660  -5.9750  -3.2945
C  0.4734  -5.1491  -3.0258
C  0.3904  -4.4814  -1.8042
H  3.2837  -5.5571  -0.3835
H  3.4278  -6.7782  -2.5561
H  1.6293  -6.4996  -4.2455
H  -0.3123  -5.0259  -3.7672
H  -0.4561  -3.8425  -1.5753
F  -5.8038  1.8792  -8.8179
C  -6.7394  1.6759  -9.7549
C  -6.6915  2.4038  -10.9388
C  -7.6625  2.1888  -11.9168
C  -8.6779  1.2551  -11.6951
C  -8.7202  0.5332  -10.5014
C  -7.7428  0.7404  -9.5285
H  -5.9002  3.1307  -11.0899
H  -7.6295  2.7471  -12.8491
H  -9.4376  1.0910  -12.4564
H  -9.5138  -0.1900  -10.3295
H  -7.7554  0.1815  -8.5986
F  1.7557  -8.0875  0.3154
C  1.1417  -7.8293  1.4777
C  1.4236  -6.6467  2.1526
C  0.7807  -6.3751  3.3602
C  -0.1299  -7.2953  3.8855
C  -0.4023  -8.4819  3.2031
C  0.2323  -8.7480  1.9901
H  2.1399  -5.9476  1.7334
H  0.9883  -5.4497  3.8917
H  -0.6278  -7.0851  4.8297
H  -1.1083  -9.1985  3.6160
H  0.0256  -9.6612  1.4421
F  5.9781  -5.4285  -1.2992
C  6.6841  -6.0109  -0.3209
C  6.9997  -5.2835  0.8214
C  7.7304  -5.8911  1.8424
C  8.1471  -7.2174  1.7047
C  7.8298  -7.9376  0.5521
C  7.0895  -7.3332  -0.4637
H  6.6746  -4.2518  0.9071
H  7.9755  -5.3334  2.7429
H  8.7209  -7.6895  2.4994
H  8.1587  -8.9685  0.4454
H  6.8264  -7.8811  -1.3624
F  4.4310  -7.1952  -5.3540
C  4.5733  -6.0853  -6.0905
C  4.3898  -6.1496  -7.4674
C  4.5328  -4.9931  -8.2340
C  4.8688  -3.7862  -7.6157
C  5.0559  -3.7329  -6.2337
C  4.9019  -4.8871  -5.4661
H  4.1373  -7.0976  -7.9311
H  4.3837  -5.0312  -9.3102
H  4.9846  -2.8854  -8.2146
H  5.3214  -2.7933  -5.7552
H  5.0348  -4.8618  -4.3896

Löwdin atomic charge list, values in e, 4 entries: C -0.032; C 0.014; B -0.780; O -0.113

3.
Formula: C41H58BF14N2O20S2
Source: the OMol25 dataset
Level of theory: the ωB97M-V functional and the def2-TZVPD basis

The HOMO energy comes out at -11.20 eV. The value obtained for the orbital gap is 0.318 Ha. For the LUMO energy, the calculation gives -2.554 eV. The calculation puts the energy at -5430.54477 Eh. The net charge is +1.

CARTESIAN COORDINATES (ANGSTROEM)
C  2.9394  1.0499  0.2541
B  3.4820  1.5864  -1.1282
O  4.0019  2.8653  -1.1659
C  3.4714  0.8262  -2.5431
C  4.8303  0.1198  -2.7781
O  5.0373  -0.7395  -1.6628
C  4.1469  -1.8216  -1.6963
S  4.4904  -2.8498  -0.2125
O  3.3059  -3.0274  0.5596
O  4.9256  -4.1070  -0.6887
C  5.9234  -2.2130  0.8072
F  6.2675  -3.2380  1.5467
F  6.9589  -1.9465  0.0586
C  5.6283  -1.0088  1.7389
F  5.7726  0.0778  0.9937
F  4.4359  -1.0611  2.2949
C  6.6722  -0.8530  2.9230
F  7.8714  -1.2678  2.6047
F  6.7740  0.4616  3.1184
C  6.1691  -1.4302  4.2701
F  5.3251  -0.5992  4.8881
F  5.6871  -2.6650  4.1664
F  7.2027  -1.5066  5.0633
C  2.6412  -1.4327  -1.8655
S  1.7039  -2.8726  -2.5148
O  1.6288  -2.8462  -3.9381
O  2.3070  -4.0815  -2.1038
C  0.0334  -2.8663  -1.7041
F  -0.8825  -2.3341  -2.4840
F  0.0958  -2.1716  -0.5816
C  -0.4678  -4.3126  -1.3422
F  0.1095  -4.7822  -0.2975
F  -1.7529  -4.1599  -1.0640
F  -0.4018  -5.0990  -2.3705
N  2.4253  -0.2284  -2.7300
C  1.0027  0.2833  -2.7213
C  0.3516  0.1076  -4.0824
N  1.1984  0.7232  -5.1107
H  1.8498  1.1142  0.3587
H  3.4171  1.6385  1.0369
H  3.2897  0.0224  0.3882
H  3.3154  3.5084  -1.4014
H  3.3791  1.5387  -3.3734
H  5.6234  0.8535  -2.8710
H  4.7396  -0.5274  -3.6646
H  4.4208  -2.4357  -2.5677
H  2.2304  -1.2846  -0.8603
H  2.5606  -0.5902  -3.6926
H  0.9311  1.3459  -2.4832
H  0.4158  -0.2329  -1.9625
H  -0.5795  0.6884  -4.0136
H  0.0422  -0.9136  -4.3000
H  0.6292  1.1678  -5.8162
H  1.7822  1.4002  -4.6315
O  -0.0277  0.6220  1.8674
C  -0.9131  -0.0967  2.2501
O  -2.1586  -0.0581  1.7326
C  -3.0198  -0.9557  2.4645
C  -2.0851  -1.9581  3.1170
C  -0.8367  -1.1184  3.3663
H  -3.5829  -0.3736  3.1965
H  -3.7189  -1.4277  1.7774
H  -2.4993  -2.4122  4.0132
H  -1.8517  -2.7598  2.4130
H  -0.8784  -0.5966  4.3241
H  0.0730  -1.7090  3.2951
O  -1.7279  3.6695  -2.5563
C  -2.7115  3.2489  -2.0150
O  -3.9156  3.1634  -2.6287
C  -4.9137  2.7189  -1.6889
C  -4.1371  2.0076  -0.5944
C  -2.8242  2.7815  -0.5785
H  -5.4538  3.5911  -1.3151
H  -5.6184  2.0572  -2.1894
H  -4.6532  1.9972  0.3638
H  -3.9471  0.9722  -0.8854
H  -2.8708  3.6523  0.0769
H  -1.9837  2.1462  -0.3098
O  -8.6063  2.9113  -3.1809
C  -8.1582  2.4170  -4.1748
O  -8.2139  1.0922  -4.4492
C  -7.4921  0.8130  -5.6621
C  -7.4507  2.1327  -6.4147
C  -7.4173  3.1472  -5.2767
H  -6.4948  0.4540  -5.3968
H  -8.0094  0.0339  -6.2175
H  -6.6102  2.2097  -7.1020
H  -8.3683  2.2589  -6.9916
H  -6.3987  3.3526  -4.9411
H  -7.9244  4.0716  -5.5386
O  3.2965  3.4728  -4.8712
C  3.9390  3.1749  -5.8438
O  4.1150  1.8945  -6.2219
C  5.0153  1.8265  -7.3470
C  4.9462  3.2075  -7.9815
C  4.6859  4.1045  -6.7728
H  6.0139  1.5838  -6.9784
H  4.6907  1.0414  -8.0255
H  5.8416  3.4672  -8.5419
H  4.0965  3.2592  -8.6640
H  5.6121  4.4176  -6.2882
H  4.0803  4.9705  -7.0250
O  1.0771  -2.2334  8.4265
C  2.2176  -2.4939  8.1769
O  2.9050  -3.4807  8.8009
C  4.2706  -3.4805  8.3587
C  4.2628  -2.7812  7.0056
C  3.1138  -1.7884  7.1802
H  4.8714  -2.9466  9.0978
H  4.6273  -4.5062  8.2921
H  5.2056  -2.3149  6.7371
H  4.0060  -3.4969  6.2219
H  3.4512  -0.8450  7.6122
H  2.5825  -1.6103  6.2489
O  -1.6892  -4.0950  5.5860
C  -1.1428  -4.8330  6.3569
O  -0.2506  -5.7771  5.9721
C  0.1373  -6.5731  7.1087
C  -0.1553  -5.7052  8.3218
C  -1.3604  -4.8996  7.8535
H  -0.4507  -7.4935  7.1020
H  1.1916  -6.8301  7.0258
H  -0.3318  -6.2801  9.2293
H  0.6811  -5.0350  8.5090
H  -2.3001  -5.4199  8.0480
H  -1.3804  -3.9030  8.2878
O  -7.3627  8.1530  -0.0034
C  -7.8528  7.0642  -0.0101
O  -7.1228  5.9184  0.0437
C  -7.9910  4.7788  -0.0922
C  -9.3675  5.2716  0.3196
C  -9.3280  6.7313  -0.1212
H  -7.9642  4.4432  -1.1315
H  -7.6346  3.9727  0.5478
H  -10.1789  4.6966  -0.1227
H  -9.4713  5.2188  1.4051
H  -9.6384  6.8530  -1.1599
H  -9.9187  7.3713  0.5282

Löwdin atomic charge list, values in e, 4 entries: C 0.038; B -0.425; O 0.149; C -0.098

4.
Formula: C5H9NO4
Source: the OMol25 dataset
Level of theory: the ωB97M-V functional and the def2-TZVPD basis

As for the energy above the lowest of the compared OMol25 structures with the same formula, charge and spin: 4.075 eV. The HOMO energy (alpha / beta) comes out at -7.82 / -7.65 eV. The value obtained for the orbital gap (alpha / beta) is 0.240 / 0.221 Ha. For the LUMO energy (alpha / beta), the calculation gives -1.295 / -1.628 eV. The calculation puts the energy at -551.54005 Eh. The net charge is 0.

CARTESIAN COORDINATES (ANGSTROEM)
C  0.5797  -1.1331  0.5281
C  0.1975  -1.5228  1.9515
C  -0.5135  2.7225  -1.1612
C  -1.1222  -1.0128  -0.2845
C  -0.0312  1.3663  -1.5777
N  1.2850  0.0435  0.4258
O  -1.3796  0.1550  -0.6292
O  1.1996  -2.1382  -0.1985
O  -1.6191  -2.1038  -0.3529
O  0.2819  0.9435  -2.6309
H  0.5458  -2.8335  -0.3571
H  1.1874  0.5211  -0.5286
H  0.9497  0.7335  1.0885
H  -0.3839  -0.7352  2.4315
H  -0.3983  -2.4330  1.9376
H  1.1067  -1.6995  2.5299
H  0.3489  3.3302  -0.8858
H  -1.0619  3.1906  -1.9817
H  -1.1727  2.6057  -0.3046

Löwdin atomic charge list, values in e, 4 entries: C -0.558; C -0.018; C 0.009; C -0.503